# 1
Formula: C15H48O9
Source: the Open Molecules 2025 dataset
Level of theory: wB97M-V/def2-TZVPD

M in g mol⁻¹: 372.5
DFT total energy in Ha: -1277.33466
Energy relative to the best compared isomer or geometry (same formula, charge and spin) in kcal per mole: 90.7
Total charge: 0
Lowest unoccupied orbital energy in hartree: 0.017
SMILES string: CCO.CCO.CCO.CCO.CCO.CCO.CCO.CO.O

Each line ends with the Löwdin charge.
Geometry (Å):
C1 -3.11 0.53 -0.30  -0.04
C2 -3.29 0.49 1.29  -0.27
O1 -2.17 -0.13 1.86  -0.11
H1 -3.05 -0.50 -0.65  0.07
H2 -2.22 1.06 -0.64  0.04
H3 -3.95 1.08 -0.71  0.08
H4 -4.22 0.00 1.56  0.11
H5 -3.37 1.49 1.73  0.10
H6 -2.30 -0.07 2.81  0.10
C3 -0.99 3.46 0.93  -0.07
C4 -1.46 4.90 0.54  -0.31
O2 -1.64 5.65 1.72  -0.07
H7 -1.53 3.04 1.78  0.07
H8 0.02 3.52 1.34  0.08
H9 -0.87 2.74 0.13  0.04
H10 -2.32 4.88 -0.14  0.10
H11 -0.75 5.46 -0.06  0.10
H12 -1.70 6.57 1.44  0.08
C5 0.74 -0.11 3.71  -0.06
C6 0.63 -0.39 5.23  -0.33
O3 1.46 0.45 5.99  -0.08
H13 0.59 0.96 3.56  0.08
H14 0.04 -0.70 3.12  0.05
H15 1.73 -0.41 3.37  0.07
H16 0.89 -1.43 5.46  0.11
H17 -0.39 -0.24 5.58  0.10
H18 1.40 0.21 6.92  0.08
C7 -1.98 -3.61 0.82  -0.11
C8 -1.81 -3.86 -0.62  -0.33
O4 -2.23 -5.23 -0.77  -0.08
H19 -1.37 -4.30 1.40  0.09
H20 -3.00 -3.57 1.20  0.08
H21 -1.61 -2.60 0.97  0.05
H22 -0.77 -3.68 -0.89  0.11
H23 -2.36 -3.09 -1.15  0.10
H24 -3.19 -5.29 -0.71  0.08
C9 0.97 3.49 -2.14  -0.09
C10 0.34 2.25 -2.82  -0.31
O5 1.05 1.18 -2.32  -0.09
H25 0.47 4.40 -2.46  0.07
H26 1.98 3.70 -2.46  0.07
H27 0.92 3.45 -1.05  0.05
H28 0.31 2.34 -3.91  0.11
H29 -0.70 2.32 -2.50  0.10
H30 0.66 0.85 -1.50  0.02
C11 -0.98 -2.82 -4.48  -0.08
C12 -0.39 -1.66 -3.69  -0.32
O6 -1.37 -1.27 -2.76  -0.09
H31 -1.48 -3.52 -3.82  0.07
H32 -0.25 -3.36 -5.08  0.07
H33 -1.75 -2.46 -5.16  0.07
H34 -0.23 -0.80 -4.34  0.11
H35 0.57 -1.92 -3.23  0.11
H36 -0.99 -0.52 -2.29  0.04
C13 4.32 0.51 1.03  -0.08
C14 3.61 0.85 -0.25  -0.29
O7 4.17 -0.06 -1.20  -0.10
H37 3.89 1.16 1.80  0.08
H38 5.39 0.71 1.09  0.08
H39 4.21 -0.52 1.37  0.07
H40 3.80 1.87 -0.60  0.12
H41 2.54 0.63 -0.22  0.08
H42 3.97 0.24 -2.10  0.09
C15 2.63 -3.38 -0.62  -0.17
O8 2.24 -2.10 -0.25  -0.13
H43 3.12 -3.27 -1.58  0.09
H44 3.27 -3.83 0.14  0.08
H45 1.75 -4.01 -0.76  0.07
H46 2.95 -1.49 -0.45  0.03
O9 -0.12 0.22 0.07  -0.05
H47 -0.88 0.20 0.65  -0.01
H48 0.21 -0.68 0.08  0.04

# 2
Formula: C28H39AsN10O2PSTi
Source: the Open Molecules 2025 dataset
Level of theory: wB97M-V/def2-TZVPD

M in g mol⁻¹: 733.5
DFT total energy in Ha: -5612.83257
Energy relative to the best compared isomer or geometry (same formula, charge and spin) in kcal per mole: 9.7
Spin multiplicity: 2
Total charge: +2
Lowest unoccupied orbital energy (spin up / spin down) in hartree: -0.207 / -0.202

Each line ends with the Löwdin charge.
Geometry (Å):
Ti1 -0.94 -0.12 0.54  0.76
C1 -4.97 -0.83 -2.54  0.01
N1 -3.65 -1.22 -2.07  -0.09
C2 -3.15 -2.49 -2.04  -0.01
C3 -1.93 -2.41 -1.44  -0.07
N2 -1.67 -1.11 -1.12  -0.05
C4 -2.74 -0.40 -1.51  -0.45
P1 -2.70 1.43 -1.73  1.24
C5 -2.75 1.96 0.02  -0.44
N3 -1.87 1.60 0.95  -0.10
C6 -2.20 2.26 2.10  -0.10
C7 -3.30 3.03 1.86  0.00
N4 -3.63 2.84 0.55  -0.09
C8 -4.81 3.37 -0.11  0.01
C9 -0.87 1.51 -1.84  -0.42
N5 -0.03 1.03 -0.91  -0.07
C10 1.22 1.42 -1.29  -0.08
C11 1.14 2.12 -2.45  -0.01
N6 -0.18 2.18 -2.79  -0.10
C12 -0.73 2.81 -3.98  0.00
H1 -5.51 -1.72 -2.87  0.11
H2 -5.53 -0.37 -1.72  0.10
H3 -4.90 -0.14 -3.37  0.09
H4 -3.70 -3.34 -2.41  0.15
H5 -1.23 -3.21 -1.24  0.12
H6 -1.63 2.14 3.01  0.11
H7 -3.86 3.69 2.50  0.14
H8 -5.17 4.24 0.43  0.11
H9 -4.58 3.66 -1.13  0.08
H10 -5.60 2.62 -0.13  0.11
H11 2.10 1.16 -0.72  0.10
H12 1.90 2.58 -3.06  0.14
H13 0.09 3.10 -4.63  0.10
H14 -1.36 2.12 -4.52  0.10
H15 -1.30 3.70 -3.72  0.10
N7 -5.27 -1.88 7.29  0.14
C13 -4.90 -1.78 5.99  -0.30
C14 -4.98 -2.90 5.13  -0.01
C15 -4.57 -2.81 3.83  -0.04
C16 -4.08 -1.61 3.34  -0.31
C17 -4.00 -0.48 4.16  -0.07
C18 -4.41 -0.56 5.47  -0.01
S1 -3.43 -1.49 1.73  0.66
O1 -3.69 -2.67 0.96  -0.27
O2 -3.87 -0.24 1.13  -0.32
N8 -1.79 -1.25 1.89  -0.20
C19 -0.99 -2.33 1.66  -0.51
N9 0.08 -2.03 0.88  0.01
C20 0.88 -3.04 0.52  -0.12
C21 0.64 -4.33 0.95  -0.02
C22 -0.45 -4.53 1.79  -0.06
N10 -1.26 -3.54 2.15  0.18
H16 -5.63 -2.74 7.66  0.11
H17 -5.22 -1.08 7.90  0.11
H18 -5.38 -3.83 5.52  0.12
H19 -4.61 -3.67 3.16  0.12
H20 -3.64 0.45 3.75  0.10
H21 -4.38 0.31 6.11  0.12
H22 1.72 -2.79 -0.11  0.13
H23 1.30 -5.14 0.66  0.12
H24 -0.68 -5.50 2.20  0.13
C23 2.95 -1.40 2.86  -0.14
C24 2.69 -0.09 2.12  -0.38
As1 0.85 0.64 2.26  1.24
C25 1.36 2.56 2.07  -0.40
C26 1.76 3.25 3.37  -0.15
C27 0.61 0.47 4.22  -0.38
C28 -0.09 -0.81 4.65  -0.14
H25 3.96 -1.75 2.64  0.09
H26 2.26 -2.18 2.56  0.04
H27 2.88 -1.27 3.94  0.07
H28 2.90 -0.21 1.05  0.05
H29 3.36 0.68 2.50  0.08
H30 0.54 3.08 1.59  0.05
H31 2.21 2.57 1.38  0.06
H32 0.90 3.44 4.01  0.07
H33 2.22 4.22 3.14  0.08
H34 2.49 2.67 3.94  0.07
H35 0.07 1.34 4.58  0.06
H36 1.62 0.52 4.64  0.07
H37 -1.12 -0.83 4.29  0.04
H38 -0.12 -0.88 5.74  0.09
H39 0.42 -1.70 4.27  0.06